{"formula": "C30H34N4OPdS2Si", "method": "the ωB97M-V functional and the def2-TZVPD basis", "charge": 0, "multiplicity": 3, "relative_energy_kj_mol": 0.0, "species": ["Pd", "C", "C", "N", "C", "C", "C", "S", "N", "C", "O", "C", "C", "C", "C", "C", "C", "H", "H", "H", "H", "H", "H", "H", "H", "H", "H", "H", "H", "H", "H", "H", "C", "C", "C", "C", "C", "C", "Si", "C", "C", "C", "C", "C", "C", "H", "H", "H", "H", "H", "H", "H", "H", "H", "H", "H", "C", "C", "C", "C", "N", "C", "S", "N", "C", "H", "H", "H", "H", "H", "H", "H", "H"], "coordinates": [[-1.074, 0.553, 1.226], [0.552, -3.762, -3.217], [-0.267, -2.481, -3.182], [-1.099, -2.392, -1.982], [-2.441, -2.967, -2.079], [-3.465, -1.956, -2.568], [-0.624, -1.823, -0.876], [-1.674, -1.670, 0.515], [0.676, -1.515, -0.851], [1.186, -0.384, -0.391], [0.577, 0.707, -0.248], [2.643, -0.416, -0.037], [3.455, -1.496, -0.368], [4.782, -1.520, 0.034], [5.304, -0.465, 0.772], [4.499, 0.619, 1.096], [3.173, 0.647, 0.689], [1.139, -3.811, -4.135], [-0.091, -4.642, -3.179], [1.233, -3.792, -2.367], [-0.942, -2.427, -4.039], [0.381, -1.608, -3.216], [-2.725, -3.363, -1.107], [-2.370, -3.811, -2.769], [-3.521, -1.111, -1.882], [-4.450, -2.421, -2.627], [-3.206, -1.573, -3.556], [3.037, -2.309, -0.947], [5.413, -2.358, -0.234], [6.341, -0.483, 1.082], [4.906, 1.448, 1.662], [2.530, 1.482, 0.931], [-1.061, 6.217, 1.422], [-1.403, 5.351, 2.454], [-1.939, 4.107, 2.163], [-2.160, 3.704, 0.839], [-1.804, 4.585, -0.182], [-1.260, 5.830, 0.106], [-2.848, 1.986, 0.529], [-3.159, 1.735, -1.307], [-4.453, 1.676, -1.828], [-4.674, 1.492, -3.187], [-3.597, 1.368, -4.054], [-2.302, 1.418, -3.554], [-2.086, 1.593, -2.195], [-0.637, 7.188, 1.646], [-1.243, 5.643, 3.485], [-2.180, 3.432, 2.979], [-1.953, 4.298, -1.217], [-0.993, 6.501, -0.702], [-4.150, 1.834, 1.229], [-5.303, 1.779, -1.163], [-5.687, 1.451, -3.569], [-3.766, 1.230, -5.115], [-1.457, 1.321, -4.226], [-1.070, 1.610, -1.814], [1.727, -3.574, 1.797], [1.813, -2.357, 2.654], [2.948, -1.877, 3.243], [2.850, -0.680, 3.971], [1.713, -0.020, 4.128], [0.595, -0.504, 3.566], [-0.926, 0.260, 3.711], [0.673, -1.668, 2.845], [4.058, -0.085, 4.621], [2.699, -4.056, 1.724], [1.389, -3.286, 0.799], [1.004, -4.279, 2.210], [3.892, -2.383, 3.111], [-0.171, -1.941, 2.330], [4.979, -0.479, 4.195], [4.038, -0.316, 5.688], [4.029, 0.998, 4.520]]}

=====

{"formula": "C26H49NO21Si", "method": "the ωB97M-V functional and the def2-TZVPD basis", "charge": 0, "species": ["Si", "C", "C", "C", "C", "C", "N", "H", "H", "H", "H", "H", "H", "H", "C", "O", "C", "O", "O", "C", "H", "H", "H", "H", "H", "H", "C", "O", "C", "O", "O", "C", "H", "H", "H", "H", "H", "H", "C", "O", "C", "O", "O", "C", "H", "H", "H", "H", "H", "H", "C", "O", "C", "O", "O", "C", "H", "H", "H", "H", "H", "H", "C", "O", "C", "O", "O", "C", "H", "H", "H", "H", "H", "H", "C", "O", "C", "O", "O", "C", "H", "H", "H", "H", "H", "H", "C", "O", "C", "O", "O", "C", "H", "H", "H", "H", "H", "H"], "coordinates": [[-0.031, -4.567, 3.202], [0.718, -5.600, 4.585], [2.032, -6.060, 4.520], [2.538, -6.826, 5.564], [1.716, -7.101, 6.638], [0.421, -6.591, 6.628], [-0.077, -5.866, 5.635], [1.103, -3.966, 2.466], [-0.876, -3.534, 3.833], [-0.898, -5.375, 2.319], [2.651, -5.816, 3.662], [3.557, -7.197, 5.531], [2.059, -7.698, 7.476], [-0.241, -6.799, 7.465], [4.621, -2.350, -1.935], [4.367, -1.207, -1.112], [3.764, -1.468, 0.046], [3.394, -2.551, 0.424], [3.643, -0.328, 0.718], [3.010, -0.451, 1.996], [5.119, -1.966, -2.819], [5.267, -3.056, -1.416], [3.694, -2.843, -2.218], [3.581, -1.116, 2.642], [1.992, -0.820, 1.891], [2.997, 0.549, 2.418], [-1.814, -12.740, 6.455], [-0.807, -12.263, 5.557], [-0.943, -10.980, 5.216], [-1.811, -10.240, 5.599], [0.045, -10.663, 4.383], [0.019, -9.305, 3.928], [-1.572, -13.783, 6.637], [-1.791, -12.181, 7.388], [-2.800, -12.655, 6.005], [0.100, -8.616, 4.767], [-0.895, -9.101, 3.375], [0.880, -9.196, 3.275], [0.598, -2.738, -1.590], [0.436, -3.207, -2.934], [-0.815, -3.186, -3.382], [-1.777, -2.808, -2.763], [-0.825, -3.656, -4.627], [-2.114, -3.683, -5.243], [1.655, -2.811, -1.364], [0.277, -1.701, -1.502], [0.038, -3.361, -0.896], [-2.518, -2.676, -5.328], [-2.801, -4.308, -4.675], [-1.957, -4.102, -6.232], [2.414, 3.326, -0.591], [1.279, 3.459, -1.455], [0.245, 2.686, -1.137], [0.205, 1.876, -0.248], [-0.752, 2.977, -1.975], [-1.961, 2.244, -1.749], [3.159, 4.020, -0.966], [2.141, 3.595, 0.428], [2.799, 2.308, -0.615], [-2.349, 2.440, -0.752], [-1.793, 1.176, -1.877], [-2.668, 2.600, -2.494], [-0.035, 6.200, -2.721], [0.521, 7.520, -2.796], [1.533, 7.732, -1.960], [1.999, 6.933, -1.189], [1.952, 8.989, -2.122], [3.047, 9.368, -1.281], [-0.833, 6.168, -3.456], [0.718, 5.452, -2.954], [-0.436, 6.011, -1.728], [3.918, 8.747, -1.484], [2.770, 9.282, -0.233], [3.256, 10.406, -1.527], [1.316, 15.821, -1.828], [1.642, 14.428, -1.830], [1.395, 13.810, -2.986], [0.942, 14.325, -3.974], [1.737, 12.531, -2.856], [1.527, 11.735, -4.030], [1.569, 16.179, -0.834], [1.899, 16.352, -2.578], [0.255, 15.967, -2.021], [2.122, 12.115, -4.859], [0.475, 11.728, -4.306], [1.843, 10.733, -3.764], [-4.489, -1.292, -2.871], [-5.749, -1.967, -2.762], [-6.405, -1.720, -1.632], [-6.042, -0.988, -0.748], [-7.541, -2.419, -1.643], [-8.348, -2.247, -0.474], [-4.078, -1.586, -3.830], [-4.638, -0.213, -2.844], [-3.814, -1.602, -2.080], [-8.642, -1.205, -0.363], [-7.809, -2.569, 0.414], [-9.224, -2.869, -0.629]]}

=====

{"formula": "C60H42BrF4MnN4O5PS3", "method": "the ωB97M-V functional and the def2-TZVPD basis", "charge": 0, "multiplicity": 2, "relative_energy_kj_mol": 22.4, "species": ["Mn", "F", "C", "C", "F", "C", "F", "C", "P", "C", "C", "C", "C", "C", "C", "C", "C", "C", "C", "C", "C", "C", "Br", "C", "F", "H", "H", "H", "H", "H", "H", "H", "H", "H", "H", "C", "O", "C", "C", "C", "C", "C", "C", "C", "N", "C", "C", "N", "C", "C", "C", "C", "N", "C", "C", "N", "C", "C", "C", "C", "H", "H", "H", "H", "H", "H", "H", "H", "H", "H", "H", "H", "H", "H", "C", "O", "C", "C", "C", "C", "C", "C", "O", "C", "O", "C", "H", "H", "H", "H", "H", "H", "H", "H", "H", "O", "C", "C", "C", "C", "C", "S", "C", "C", "C", "C", "S", "C", "C", "C", "C", "S", "H", "H", "H", "H", "H", "H", "H", "H", "H"], "coordinates": [[-0.373, -0.413, -1.331], [4.830, -6.663, -2.251], [4.036, -5.698, -1.795], [4.138, -5.290, -0.486], [5.029, -5.861, 0.325], [3.301, -4.295, -0.023], [3.451, -3.973, 1.269], [2.367, -3.653, -0.827], [1.287, -2.307, -0.117], [0.274, -3.344, 0.996], [-0.907, -3.798, 0.408], [-1.769, -4.633, 1.106], [-1.469, -5.003, 2.411], [-0.297, -4.551, 3.005], [0.577, -3.734, 2.299], [2.507, -1.385, 0.890], [2.188, -0.812, 2.117], [3.106, -0.004, 2.781], [4.347, 0.255, 2.216], [4.658, -0.279, 0.971], [3.741, -1.083, 0.311], [2.259, -4.112, -2.144], [0.947, -3.493, -3.325], [3.092, -5.118, -2.615], [3.002, -5.574, -3.864], [-1.148, -3.480, -0.603], [-2.681, -4.981, 0.635], [-2.147, -5.640, 2.966], [-0.053, -4.847, 4.019], [1.502, -3.421, 2.764], [1.215, -0.986, 2.565], [2.846, 0.419, 3.744], [5.064, 0.877, 2.737], [5.614, -0.064, 0.508], [3.991, -1.479, -0.667], [-0.484, 7.457, 9.868], [-1.400, 6.422, 9.542], [-1.188, 5.738, 8.392], [-2.110, 4.732, 8.098], [-1.978, 3.985, 6.949], [-0.923, 4.216, 6.062], [-0.013, 5.214, 6.366], [-0.132, 5.980, 7.523], [-0.821, 3.394, 4.843], [-1.628, 2.411, 4.526], [-1.166, 1.944, 3.316], [-0.073, 2.651, 2.899], [0.148, 3.578, 3.893], [0.637, 2.378, 1.684], [1.783, 3.047, 1.219], [2.376, 2.614, 0.067], [1.811, 1.542, -0.639], [0.705, 0.940, -0.239], [0.140, 1.331, 0.913], [-1.033, 0.573, 1.331], [-1.426, -0.409, 0.504], [-2.511, -1.092, 0.807], [-3.245, -0.859, 1.978], [-2.835, 0.117, 2.843], [-1.694, 0.869, 2.519], [-0.827, 7.881, 10.806], [-0.477, 8.235, 9.101], [0.526, 7.064, 9.996], [-2.924, 4.559, 8.791], [-2.690, 3.205, 6.714], [0.824, 5.422, 5.709], [0.597, 6.749, 7.728], [0.864, 4.282, 3.906], [2.196, 3.885, 1.770], [3.269, 3.085, -0.322], [2.253, 1.161, -1.550], [-2.816, -1.850, 0.098], [-4.126, -1.455, 2.179], [-3.367, 0.329, 3.762], [-4.397, -5.629, -3.054], [-5.164, -4.468, -3.332], [-4.575, -3.266, -3.113], [-5.373, -2.141, -3.398], [-4.827, -0.900, -3.224], [-3.514, -0.697, -2.747], [-3.007, 0.648, -2.506], [-3.640, 1.848, -3.167], [-2.037, 0.894, -1.782], [-2.715, -1.842, -2.460], [-1.490, -1.780, -2.074], [-3.281, -3.127, -2.661], [-5.044, -6.476, -3.258], [-4.084, -5.652, -2.007], [-3.514, -5.683, -3.694], [-6.385, -2.282, -3.754], [-5.451, -0.044, -3.443], [-4.602, 1.671, -3.638], [-2.934, 2.178, -3.935], [-3.723, 2.651, -2.435], [-2.635, -3.974, -2.478], [0.585, -0.037, -2.948], [1.065, 0.603, -4.042], [0.871, -0.306, -5.260], [1.672, -0.554, -6.329], [1.073, -1.446, -7.276], [-0.167, -1.848, -6.891], [-0.610, -1.169, -5.380], [0.336, 1.928, -4.316], [-0.293, 2.729, -3.414], [-0.826, 3.918, -3.998], [-0.592, 3.988, -5.338], [0.259, 2.614, -5.893], [2.570, 0.887, -3.864], [3.507, -0.019, -3.463], [4.796, 0.554, -3.264], [4.810, 1.895, -3.516], [3.267, 2.448, -4.000], [2.656, -0.118, -6.442], [1.554, -1.776, -8.187], [-0.834, -2.530, -7.397], [-0.399, 2.465, -2.372], [-1.370, 4.673, -3.444], [-0.888, 4.763, -6.030], [3.265, -1.063, -3.313], [5.669, -0.005, -2.949], [5.645, 2.578, -3.460]]}

=====

{"formula": "C21H26BrN3O3S", "method": "the ωB97M-V functional and the def2-TZVPD basis", "charge": 0, "relative_energy_kj_mol": 43.9, "species": ["C", "C", "O", "N", "C", "C", "C", "C", "C", "C", "C", "H", "H", "C", "H", "H", "H", "Br", "H", "S", "O", "O", "N", "H", "C", "C", "H", "H", "C", "N", "C", "H", "H", "H", "C", "C", "C", "C", "C", "C", "C", "H", "H", "H", "H", "H", "H", "H", "H", "H", "H", "H", "H", "H", "H"], "coordinates": [[0.848, -3.208, 0.345], [1.628, -1.952, 0.620], [1.154, -0.991, 1.192], [2.936, -1.975, 0.221], [3.774, -0.865, 0.214], [3.471, 0.450, -0.086], [4.482, 1.398, -0.023], [5.766, 1.020, 0.321], [6.102, -0.316, 0.538], [5.098, -1.251, 0.466], [5.152, -2.746, 0.594], [5.304, -3.032, 1.638], [5.955, -3.182, 0.002], [3.760, -3.172, 0.089], [3.806, -3.470, -0.964], [3.345, -3.995, 0.670], [7.123, -0.599, 0.740], [7.126, 2.332, 0.431], [4.240, 2.415, -0.286], [1.933, 0.946, -0.873], [1.344, -0.241, -1.438], [2.258, 1.999, -1.789], [1.084, 1.627, 0.380], [0.814, 0.893, 1.022], [-0.019, 2.489, -0.009], [-1.085, 1.787, -0.852], [-0.606, 1.435, -1.767], [-1.855, 2.516, -1.115], [-1.714, 0.595, -0.113], [-2.600, -0.247, -0.895], [-1.943, -0.893, -2.014], [-2.506, -1.790, -2.281], [-1.879, -0.252, -2.905], [-0.931, -1.174, -1.731], [-3.833, 0.406, -1.309], [-4.621, 0.903, -0.130], [-5.063, 2.216, -0.059], [-5.793, 2.656, 1.033], [-6.083, 1.786, 2.069], [-5.641, 0.474, 2.009], [-4.918, 0.036, 0.916], [-4.564, -0.982, 0.862], [-5.865, -0.207, 2.816], [-6.651, 2.129, 2.921], [-6.133, 3.680, 1.074], [-4.838, 2.902, -0.864], [-4.428, -0.351, -1.835], [-3.653, 1.233, -2.019], [-0.918, -0.058, 0.253], [-2.279, 0.960, 0.750], [-0.453, 2.897, 0.907], [0.427, 3.301, -0.588], [-0.211, -2.975, 0.417], [1.074, -3.587, -0.648], [1.082, -3.972, 1.085]]}

=====

{"formula": "C2H6Se", "method": "the ωB97M-V functional and the def2-TZVPD basis", "charge": 0, "relative_energy_kj_mol": 0.0, "species": ["C", "C", "Se", "H", "H", "H", "H", "H", "H"], "coordinates": [[-0.342, -1.398, 0.552], [-0.240, 1.458, 0.048], [-1.481, -0.010, -0.118], [-0.900, -2.361, 0.250], [0.634, -1.543, 0.037], [-0.084, -1.139, 1.574], [-0.666, 2.274, -0.418], [-0.156, 1.723, 1.031], [0.702, 1.115, -0.463]]}

=====

{"formula": "C6H8O2", "method": "the ωB97M-V functional and the def2-TZVPD basis", "charge": 0, "relative_energy_kj_mol": 365.5, "species": ["C", "C", "C", "C", "C", "C", "H", "H", "H", "H", "H", "H", "H", "H", "O", "O"], "coordinates": [[0.043, 0.718, 0.041], [0.882, -1.301, 0.229], [0.858, -0.238, -0.869], [-2.196, -0.332, -0.298], [-1.387, 0.506, 0.399], [1.222, 0.062, 0.846], [1.149, 2.238, -0.408], [-0.074, -1.833, 0.430], [1.754, -1.984, 0.131], [0.739, -0.327, -1.941], [-1.842, -0.906, -1.152], [-3.242, -0.510, -0.026], [-1.752, 1.094, 1.244], [1.543, 0.364, 1.842], [0.206, 2.089, -0.183], [2.096, 0.361, -0.284]]}

=====

{"formula": "C3H2FO2Sn", "method": "the ωB97M-V functional and the def2-TZVPD basis", "charge": -1, "species": ["C", "O", "C", "C", "O", "Sn", "H", "H", "F"], "coordinates": [[1.125, -0.083, 0.259], [-0.615, 0.911, -0.867], [-1.195, 0.240, 0.231], [0.742, 0.713, -0.744], [-1.922, -0.682, -0.140], [-3.087, -1.717, 1.218], [1.052, -1.169, 0.347], [1.350, 1.543, -1.106], [2.551, 0.243, 0.803]]}

=====

{"formula": "C8H31O7", "method": "the ωB97M-V functional and the def2-TZVPD basis", "charge": 1, "relative_energy_kj_mol": 400.3, "species": ["O", "H", "H", "H", "C", "O", "H", "H", "H", "H", "C", "O", "H", "H", "H", "H", "C", "O", "H", "H", "H", "H", "C", "O", "H", "H", "H", "H", "C", "O", "H", "H", "H", "H", "C", "C", "C", "O", "H", "H", "H", "H", "H", "H", "H", "H"], "coordinates": [[-54.733, 30.492, -8.376], [-53.789, 30.644, -8.497], [-54.912, 29.626, -8.724], [-55.266, 31.182, -8.773], [-51.462, 29.538, -8.979], [-51.993, 30.561, -8.092], [-50.535, 28.892, -8.550], [-51.319, 30.055, -9.874], [-52.169, 28.778, -9.095], [-51.287, 31.021, -7.472], [-53.052, 33.336, -5.818], [-53.331, 33.047, -7.189], [-53.900, 32.924, -5.272], [-53.048, 34.367, -5.932], [-52.133, 32.762, -5.483], [-53.712, 33.736, -7.638], [-55.729, 32.496, -10.855], [-56.146, 32.533, -9.456], [-54.730, 32.002, -10.605], [-55.727, 33.443, -11.070], [-56.270, 31.967, -11.569], [-56.846, 32.987, -9.233], [-54.676, 27.801, -7.047], [-54.435, 27.613, -8.377], [-54.237, 26.858, -6.631], [-55.707, 27.917, -6.821], [-54.391, 28.731, -6.612], [-53.824, 26.839, -8.528], [-58.030, 28.755, -9.771], [-57.047, 29.337, -8.904], [-59.019, 28.699, -9.321], [-57.990, 27.643, -9.705], [-58.078, 29.120, -10.737], [-57.430, 29.422, -8.110], [-57.430, 31.969, -6.215], [-58.399, 30.809, -5.761], [-59.814, 31.188, -6.255], [-57.900, 29.626, -6.405], [-57.081, 31.843, -7.310], [-56.502, 31.843, -5.595], [-57.891, 32.922, -5.970], [-58.202, 30.651, -4.764], [-60.466, 30.471, -5.990], [-59.877, 31.234, -7.428], [-60.296, 32.008, -5.694], [-58.420, 28.886, -5.981]]}

=====

no.,E (a.u.),maximum force (eV Å⁻¹)
1,-2671.65134,0.24
2,-2944.41454,0.36
3,-8567.30516,1.05
4,-4178.01588,0.84
5,-2481.19253,3.38
6,-383.77091,2.00
7,-580.02011,4.10
8,-849.60575,7.55